{"formula": "C54H55F3N9O4P", "method": "the ωB97M-V functional and the def2-TZVPD basis", "symbols": ["H", "N", "C", "C", "C", "C", "C", "C", "C", "C", "C", "C", "C", "O", "C", "F", "F", "F", "C", "O", "C", "C", "C", "C", "P", "N", "C", "C", "C", "O", "N", "C", "C", "C", "C", "O", "H", "H", "H", "H", "H", "H", "H", "H", "H", "H", "H", "H", "H", "H", "H", "H", "H", "H", "H", "H", "H", "H", "H", "H", "C", "C", "C", "N", "C", "C", "H", "H", "H", "H", "H", "C", "C", "C", "N", "C", "C", "H", "H", "H", "H", "H", "C", "C", "C", "N", "C", "C", "H", "H", "H", "H", "H", "C", "C", "C", "N", "C", "C", "H", "H", "H", "H", "H", "C", "C", "C", "N", "C", "C", "H", "H", "H", "H", "H", "C", "C", "C", "N", "C", "C", "H", "H", "H", "H", "H"], "xyz": [[0.887022, 2.559165, 1.399753], [1.308747, 1.992666, 2.172886], [2.175985, 1.097698, 1.591953], [2.951263, 0.028684, 2.612281], [2.392611, 1.065586, -0.032848], [1.060313, 0.346084, -0.733019], [0.446622, -0.948294, 0.120006], [-0.902425, -1.754405, -0.400827], [-1.579436, -1.207225, -1.801965], [-0.965741, 0.064134, -2.698856], [0.391574, 0.884222, -2.167268], [0.999855, 2.169898, -2.993224], [2.616734, 2.115697, -3.258921], [3.216118, 3.319609, -2.596514], [3.066575, 2.183146, -4.834015], [4.534681, 2.540389, -4.828957], [3.014531, 0.823152, -5.486739], [2.380585, 3.218760, -5.640495], [-1.780609, 0.417472, -4.079407], [-1.254472, 0.857896, -5.225035], [-3.418141, 0.150816, -4.060981], [-4.492603, 1.033053, -4.935465], [-6.112874, 0.782548, -4.982066], [-6.727203, -0.470410, -4.071105], [-8.615255, -0.747868, -4.185563], [-8.955269, -2.068571, -5.115632], [-5.685865, -1.392368, -3.142808], [-6.375289, -2.589950, -2.236275], [-6.788295, -1.999414, -0.727680], [-7.124508, -2.878785, 0.256560], [-6.753587, -0.514184, -0.415105], [-8.084084, -0.014530, 0.135601], [-5.596155, -0.195036, 0.505451], [-4.039449, -1.102989, -3.144871], [-2.960389, -2.004968, -2.289808], [-3.104262, -3.292606, -1.951419], [3.724511, 0.611324, 3.282355], [2.158269, -0.463424, 3.349319], [3.427866, -0.873804, 2.015743], [3.407759, 0.597879, -0.390242], [2.362669, 2.191448, -0.401701], [0.929672, -1.355628, 1.123639], [-1.316470, -2.637102, 0.252823], [0.472368, 2.394875, -4.013386], [0.798578, 3.125715, -2.306995], [3.117629, 1.133249, -2.807001], [3.940696, 3.043704, -1.960176], [-4.048295, 1.897669, -5.606592], [-6.865382, 1.408687, -5.645206], [-9.297848, 0.359645, -4.857813], [-9.227519, -1.046952, -2.887025], [-8.039987, -2.471856, -5.425344], [-5.706230, -3.557590, -2.139257], [-7.405963, -2.954360, -2.712123], [-8.793277, 0.138650, -0.812089], [-8.019201, 1.043360, 0.649345], [-8.632709, -0.795739, 0.820817], [-5.951294, 0.548262, 1.339758], [-4.726954, 0.349319, -0.097891], [-5.178200, -1.158342, 1.052699], [7.413196, -2.911144, 0.521798], [7.114204, -2.022892, 1.549470], [6.275636, -0.955606, 1.270454], [5.733003, -0.724232, 0.054984], [6.042891, -1.602586, -0.923239], [6.868052, -2.700611, -0.740585], [8.065760, -3.760270, 0.702895], [7.523848, -2.158528, 2.543981], [6.009823, -0.236645, 2.039934], [5.596038, -1.393267, -1.891132], [7.081217, -3.374871, -1.562290], [12.201268, -1.035351, 2.950111], [11.763375, -1.040238, 1.629988], [10.944902, -2.078310, 1.214473], [10.549255, -3.090553, 2.017081], [10.991787, -3.059667, 3.292882], [11.809203, -2.063180, 3.801562], [12.842908, -0.237456, 3.312481], [12.052005, -0.254424, 0.941188], [10.574391, -2.125036, 0.194572], [10.661621, -3.885454, 3.916882], [12.132952, -2.087885, 4.835895], [0.287290, 5.593111, 5.804464], [0.818555, 4.715501, 4.865285], [0.217681, 4.646778, 3.618539], [-0.858847, 5.381082, 3.261835], [-1.353446, 6.222855, 4.195241], [-0.819989, 6.364233, 5.466204], [0.732142, 5.675398, 6.791878], [1.680093, 4.100067, 5.098195], [0.597335, 3.979454, 2.850294], [-2.219919, 6.799986, 3.884673], [-1.257228, 7.057883, 6.175386], [8.687290, 1.009240, 6.285109], [9.218555, 0.131630, 5.345930], [8.617681, 0.062907, 4.099184], [7.541153, 0.797211, 3.742480], [7.046554, 1.638984, 4.675886], [7.580011, 1.780362, 5.946850], [9.132142, 1.091527, 7.272523], [10.080093, -0.483804, 5.578840], [8.997335, -0.604417, 3.330939], [6.180081, 2.216116, 4.365318], [7.142772, 2.474012, 6.656031], [-1.795085, -1.248915, 6.676259], [-0.571836, -0.611311, 6.498434], [-0.149853, -0.351424, 5.204396], [-0.856620, -0.685115, 4.102359], [-2.039395, -1.304627, 4.306576], [-2.546903, -1.603384, 5.560806], [-2.159519, -1.468060, 7.675666], [0.038218, -0.323170, 7.347001], [0.796111, 0.147002, 5.013654], [-2.587041, -1.564303, 3.404933], [-3.504411, -2.100811, 5.665738], [-12.736188, -1.962938, -7.589134], [-13.485017, -2.034045, -8.759047], [-12.810206, -2.157296, -9.963035], [-11.464225, -2.208779, -10.068089], [-10.764006, -2.135666, -8.915352], [-11.348142, -2.015265, -7.664672], [-13.229978, -1.867291, -6.626495], [-14.568115, -1.994918, -8.734087], [-13.350109, -2.219833, -10.903382], [-9.684123, -2.176973, -9.026956], [-10.736223, -1.962850, -6.771321]], "forces_ev_per_angstrom": [[0.388, -0.534, 0.565], [3.516, -3.551, -3.111], [-1.927, 1.696, 1.897], [-0.873, -0.040, -0.291], [-1.264, 0.632, -0.415], [-2.110, -1.988, -0.478], [-2.454, 0.656, -3.558], [2.360, 4.066, -2.279], [1.605, 0.770, 1.122], [1.100, -1.059, 2.698], [-1.583, -3.239, 1.537], [-0.243, 0.412, 0.533], [0.577, 0.060, 0.891], [0.008, -2.167, -0.058], [2.047, 0.047, -1.101], [-4.629, -1.132, -0.419], [-0.193, 4.740, 1.877], [2.218, -3.797, 2.495], [1.046, 1.254, -3.958], [-2.801, -2.350, 7.086], [-3.988, -1.184, 0.493], [-0.736, -2.016, 1.129], [2.583, -3.154, 2.841], [4.615, 2.165, 0.086], [0.318, -3.433, -2.039], [1.764, 1.522, 1.107], [0.743, 1.830, -1.758], [-0.292, 0.843, 0.273], [-1.156, -4.045, 4.829], [1.971, 5.360, -6.432], [-0.345, -1.190, 0.556], [-1.642, -0.138, -0.954], [1.167, 0.289, 0.704], [-1.801, 1.773, -1.728], [0.158, -3.719, 1.259], [0.436, 7.797, -2.021], [-1.401, -1.235, -1.571], [1.511, 1.288, -1.670], [-0.707, 2.162, 1.156], [-1.971, 0.597, 0.919], [0.123, -2.255, 0.828], [-0.996, 1.283, -2.373], [0.716, 1.952, -1.752], [0.700, -0.926, 2.052], [0.656, -2.075, -1.496], [-1.203, 2.044, -1.272], [-1.220, 0.217, -1.414], [-0.996, -2.018, 1.594], [2.006, -1.314, 1.507], [0.829, -0.149, 1.306], [0.667, 1.209, -0.684], [-1.104, 0.336, 0.212], [-1.196, 2.304, 0.003], [2.195, 0.989, 0.818], [1.401, -0.282, 2.050], [0.275, -2.324, -1.026], [1.262, 1.553, -1.050], [0.649, -1.464, -1.652], [-1.793, -1.310, 1.242], [-0.819, 1.983, -1.162], [0.022, -0.080, -0.001], [0.024, -0.155, -0.279], [-0.523, 0.358, -0.602], [0.478, -0.804, 0.050], [-0.241, 0.621, 0.508], [0.068, 0.036, 0.235], [-0.030, 0.131, 0.022], [-0.069, 0.003, -0.109], [0.161, -0.129, -0.069], [0.052, -0.070, 0.031], [-0.042, 0.074, 0.061], [0.007, 0.020, 0.003], [0.075, -0.005, 0.270], [-0.336, -0.734, 0.430], [0.557, 0.770, 0.352], [-0.374, -0.149, -0.797], [0.055, 0.199, -0.207], [-0.077, -0.087, -0.044], [-0.047, -0.086, 0.053], [0.030, 0.049, 0.063], [0.045, 0.076, -0.014], [-0.016, -0.035, -0.085], [0.019, -0.034, -0.021], [-0.137, 0.220, 0.222], [-0.702, 0.442, -0.539], [0.395, 0.150, 0.964], [0.240, -0.542, -0.684], [0.194, -0.153, 0.036], [-0.051, -0.002, -0.102], [-0.087, 0.023, -0.074], [-0.048, 0.182, 0.371], [0.064, -0.018, 0.063], [0.022, -0.055, -0.078], [-0.007, 0.003, -0.001], [-0.130, 0.205, 0.185], [-0.688, 0.440, -0.349], [0.419, 0.088, 1.020], [0.253, -0.529, -0.678], [0.214, -0.159, 0.043], [-0.055, -0.008, -0.112], [-0.092, 0.052, -0.063], [0.068, 0.029, 0.057], [0.063, -0.004, 0.057], [0.025, -0.060, -0.083], [-0.007, -0.001, -0.004], [-0.258, -0.124, -0.004], [-0.417, -0.185, -0.826], [-0.269, -0.282, 0.925], [0.801, 0.424, -0.257], [0.161, 0.088, 0.219], [0.040, 0.024, -0.116], [-0.043, -0.014, -0.091], [-0.083, 0.026, 0.047], [-0.001, 0.008, 0.085], [0.088, 0.044, -0.035], [0.031, 0.003, -0.092], [0.144, 0.008, 0.196], [0.922, -0.044, -0.164], [-0.486, 0.087, 0.843], [-0.436, -0.046, -0.857], [-0.291, 0.062, 0.115], [0.059, -0.020, -0.095], [0.084, -0.012, -0.035], [0.000, 0.010, 0.079], [-0.080, -0.003, 0.069], [0.076, -0.065, -0.048]], "mulliken_charge": [0.26, -0.49, -0.04, -0.68, 0.02, 0.71, -0.46, -0.87, 0.27, 0.00, 0.37, -0.72, 0.43, -0.58, 0.59, -0.28, -0.26, -0.23, 0.37, -0.55, 0.17, -0.63, -0.56, 0.05, 0.47, -0.70, 0.25, -0.96, 0.32, -0.58, 0.26, -0.77, -0.74, 0.30, 0.34, -0.57, 0.19, 0.04, 0.30, 0.07, 0.20, 0.02, 0.36, 0.39, 0.33, 0.00, 0.34, 0.29, 0.24, 0.11, 0.06, 0.21, 0.35, 0.33, 0.15, 0.36, 0.30, 0.37, 0.15, 0.24, -0.30, -0.54, -0.40, -0.26, -0.18, -0.64, 0.47, 0.44, 0.66, 0.38, 0.37, -0.15, -0.45, -0.23, -0.45, -0.17, -0.48, 0.37, 0.39, 0.37, 0.36, 0.46, -0.31, -0.46, 0.25, -0.55, -0.20, -0.35, 0.35, 0.38, 0.23, 0.36, 0.35, -0.39, -0.40, -0.13, -0.23, -0.39, -0.44, 0.38, 0.31, 0.50, 0.42, 0.37, -0.16, -0.82, 0.10, -0.16, -0.19, -0.54, 0.37, 0.35, 0.30, 0.41, 0.36, -0.38, -0.33, -0.23, -0.56, -0.28, -0.13, 0.36, 0.35, 0.34, 0.38, 0.49], "smiles": "[H]/N=C(/C)Cc1ccc2c(c1C[C@H](O)C(F)(F)F)C(=O)c1ccc([PH2]=N)c(CC(=O)N(C)C)c1C2=O.c1ccncc1.c1ccncc1.c1ccncc1.c1ccncc1.c1ccncc1.c1ccncc1", "gap_ev": 6.5722, "total_charge": 0, "fmax_ha_per_bohr": 0.1673, "lumo_ev": -2.07}